1.
11
Properties=species:S:1:pos:R:3:lowdin_charge:R:1 method="wB97M-V/def2-TZVPD" homo_lumo_gap_ha=0.348 charge=0
C -0.0787 1.3867 -0.2419 -0.05
C -0.3795 -0.0913 -0.0116 -0.51
C 0.6636 -1.0639 0.4777 -0.05
N -1.6117 -0.4512 -0.2780 0.08
H 0.5664 1.8187 0.5219 0.07
H -1.0276 1.8987 -0.1417 0.07
H 0.2073 1.4486 -1.2892 0.08
H 0.7256 -0.9431 1.5603 0.09
H -0.9832 -1.0430 -0.9025 0.06
H 0.2770 -2.0578 0.2795 0.08
H 1.6408 -0.9025 0.0255 0.08

***

2.
17
Properties=species:S:1:pos:R:3:lowdin_charge:R:1 method="wB97M-V/def2-TZVPD" homo_lumo_gap_ha=0.349 charge=0
C -0.1258 -3.0000 -1.2468 -0.51
S -0.6163 -1.4982 -2.0516 0.69
C -1.9194 -0.9893 -0.8462 -0.43
H 0.9497 -3.0402 -0.9228 0.04
H -0.3849 -4.0023 -1.7401 0.06
H -0.6558 -3.0039 -0.2364 0.04
H -2.4547 -1.9205 -0.4035 0.06
H -1.4571 -0.3967 -0.0633 0.00
H -2.8011 -0.4120 -1.2984 0.05
N 2.0522 1.7296 1.2119 0.00
C 0.7629 2.3933 1.5329 -0.35
O 0.1589 3.0084 0.4523 -0.07
H 2.1617 1.0457 0.4186 0.09
H 2.8004 2.3897 1.4073 0.06
H 0.0304 1.6881 1.8217 0.08
H 0.9394 3.2849 2.2933 0.15
H 0.5593 2.7234 -0.3288 0.04

***

3.
94
Properties=species:S:1:pos:R:3:lowdin_charge:R:1 method="wB97M-V/def2-TZVPD" homo_lumo_gap_ha=0.208 charge=+1
C -2.1643 1.2423 -1.4776 -0.38
C -1.9864 -1.0295 -0.9303 -0.37
C -3.3240 1.0394 -2.2235 -0.08
C -3.2539 -1.2526 -1.5401 -0.05
C -3.9129 -0.2281 -2.1917 -0.07
H -3.7365 1.8710 -2.7938 0.11
H -3.6893 -2.2493 -1.4539 0.11
H -4.8732 -0.3876 -2.6711 0.11
N -1.5384 0.2677 -0.8013 -0.06
P -0.6590 2.9751 0.1433 1.01
P 0.2335 -2.7697 0.2306 0.92
C -1.4781 2.6197 -1.4614 -0.28
H -0.7130 2.6088 -2.2550 0.07
H -2.1945 3.4039 -1.7427 0.08
C -1.2839 -2.1747 -0.3999 -0.38
H -1.9585 -3.0510 -0.3215 0.05
C 0.6913 -3.9208 -1.2724 -0.66
C -0.2810 -3.8352 1.8056 -0.68
C 0.9696 3.9164 -0.2634 -0.68
C -2.0478 3.9151 1.0232 -0.70
C 2.2260 -3.9102 -1.2650 -0.12
H 2.6238 -4.3391 -0.3334 0.07
H 2.6224 -4.5029 -2.1030 0.09
H 2.6104 -2.8850 -1.3488 0.04
C 0.1420 -5.3458 -1.1939 -0.10
H 0.5040 -5.9177 -0.3318 0.07
H -0.9565 -5.3565 -1.2107 0.08
H 0.4717 -5.8864 -2.0966 0.09
C 0.1259 -3.3161 -2.5633 -0.11
H 0.5349 -3.8479 -3.4363 0.09
H -0.9663 -3.4099 -2.6068 0.09
H 0.3792 -2.2550 -2.6538 0.04
C 1.0117 -4.5327 2.2742 -0.11
H 1.8138 -3.8045 2.4682 0.07
H 0.8254 -5.0853 3.2100 0.09
H 1.3873 -5.2583 1.5379 0.06
C -0.7837 -2.8792 2.9050 -0.14
H -0.0539 -2.1088 3.2032 0.02
H -1.7352 -2.4013 2.6300 0.06
H -0.9881 -3.4695 3.8154 0.10
C -1.3896 -4.8765 1.5979 -0.10
H -1.1545 -5.6417 0.8525 0.05
H -1.5309 -5.4106 2.5541 0.09
H -2.3552 -4.4219 1.3421 0.08
C -1.6107 4.2231 2.4687 -0.10
H -2.4291 4.7564 2.9757 0.09
H -1.4007 3.3098 3.0466 0.06
H -0.7184 4.8620 2.5131 0.06
C -3.3006 3.0158 1.0599 -0.08
H -3.6883 2.8107 0.0534 0.08
H -3.1201 2.0597 1.5750 0.02
H -4.0885 3.5501 1.6144 0.10
C -2.3863 5.2098 0.2762 -0.09
H -3.3282 5.6055 0.6855 0.09
H -1.6220 5.9823 0.4144 0.06
H -2.5401 5.0562 -0.7988 0.07
C 1.2971 3.8265 -1.7615 -0.10
H 0.5340 4.3252 -2.3773 0.09
H 2.2549 4.3420 -1.9408 0.10
H 1.4170 2.7842 -2.0962 0.05
C 2.0974 3.2234 0.5437 -0.13
H 2.2845 2.1886 0.1960 0.04
H 3.0318 3.7834 0.3893 0.09
H 1.8965 3.2135 1.6296 0.07
C 0.8674 5.3926 0.1314 -0.10
H 0.1380 5.9264 -0.4931 0.08
H 0.6324 5.5346 1.1960 0.07
H 1.8493 5.8585 -0.0490 0.09
Ba 0.2211 0.1890 1.4023 1.63
C -2.5349 0.3079 3.0677 0.00
O -3.2886 -0.1251 3.8133 0.09
N 1.4486 -0.4048 -0.8505 -0.02
C 1.7555 -0.6060 -1.9630 -0.11
C 2.6222 -0.4851 -3.2266 -0.57
C 2.1638 -1.4317 -4.3319 -0.05
C 2.5789 0.9483 -3.7465 -0.05
C 4.0825 -0.7789 -2.8852 -0.04
H 2.2691 -2.4807 -4.0291 0.08
H 1.1238 -1.2333 -4.6178 0.10
H 2.8003 -1.2702 -5.2129 0.10
H 3.0196 1.6328 -3.0092 0.08
H 3.1855 0.9958 -4.6639 0.10
H 1.5584 1.2729 -3.9807 0.10
H 4.6778 -0.6720 -3.8047 0.10
H 4.4466 -0.0531 -2.1455 0.09
H 4.2251 -1.7908 -2.4897 0.08
N 1.8761 -0.2734 5.8041 0.19
C 0.8736 0.3100 5.1015 -0.62
N -0.0414 1.0230 5.8118 0.19
O 0.7783 0.1561 3.8619 -0.31
H 1.9885 -0.1170 6.7943 0.12
H 2.5859 -0.7680 5.2939 0.12
H -0.7531 1.5231 5.3028 0.10
H 0.1055 1.1928 6.8011 0.12

***

| no. | energy (eV) | HOMO level (eV) |
| --- | --- | --- |
| 1 | -4711.9325 | -8.55 |
| 2 | -17660.6511 | -8.70 |
| 3 | -61325.8808 | -8.05 |